{"formula": "C31H57AlFN4O8", "method": "ωB97M-V/def2-TZVPD", "charge": -1, "e_homo_ha": -0.1731, "species": ["C", "C", "C", "C", "C", "C", "C", "Al", "F", "C", "C", "C", "C", "O", "C", "O", "O", "C", "O", "C", "C", "C", "C", "C", "C", "H", "H", "H", "H", "H", "H", "H", "H", "H", "H", "H", "H", "H", "H", "H", "H", "H", "H", "H", "H", "H", "H", "H", "H", "H", "H", "H", "H", "H", "C", "C", "O", "N", "C", "H", "H", "H", "H", "H", "H", "H", "C", "C", "O", "N", "C", "H", "H", "H", "H", "H", "H", "H", "C", "C", "O", "N", "C", "H", "H", "H", "H", "H", "H", "H", "C", "C", "O", "N", "C", "H", "H", "H", "H", "H", "H", "H"], "positions_angstrom": [[1.829924, -0.960228, -0.725298], [0.729166, 0.004528, -1.229501], [0.638722, 0.052223, -2.788428], [0.643466, 1.509031, -3.326323], [-0.783902, 2.093624, -3.514127], [-1.345248, 2.633650, -2.149874], [-1.653473, 4.153245, -2.151152], [-1.385914, 5.081067, -0.386484], [-2.127997, 6.679162, -0.586460], [-2.252570, 4.235917, 1.226716], [-3.096479, 2.964429, 0.957832], [-2.294677, 1.646570, 0.952980], [-2.394447, 0.814904, 2.223635], [-1.909409, 1.499423, 3.407935], [-0.579417, 1.726622, 3.305130], [-0.075975, 2.624871, 3.946135], [0.435336, 5.388445, -0.149612], [0.730287, 5.962525, 0.995471], [0.144581, 6.913320, 1.493377], [1.933269, 5.331683, 1.689753], [2.007300, 5.280906, 3.056105], [3.085118, 4.672729, 3.647166], [4.076240, 4.109063, 2.883150], [3.984947, 4.198903, 1.514062], [2.923151, 4.801217, 0.892201], [2.031310, -0.750139, 0.329669], [1.455201, -1.981652, -0.840842], [2.749914, -0.783117, -1.280043], [-0.234870, -0.324919, -0.827946], [0.977956, 0.998364, -0.847116], [-0.296631, -0.437275, -3.077813], [1.501193, -0.482096, -3.195449], [1.201433, 2.170905, -2.653481], [1.146758, 1.564957, -4.299661], [-1.408490, 1.267551, -3.887740], [-0.798448, 2.879447, -4.276488], [-2.268174, 2.066484, -1.979134], [-0.597728, 2.362455, -1.401893], [-2.705051, 4.289758, -2.438805], [-1.012254, 4.622306, -2.910265], [-2.955377, 4.983446, 1.624143], [-1.532533, 4.078155, 2.043266], [-3.726268, 3.084157, 0.069528], [-3.809966, 2.884651, 1.797672], [-1.249524, 1.801288, 0.662160], [-2.710616, 1.022570, 0.147897], [-3.390462, 0.399498, 2.379835], [-1.736989, -0.059550, 2.079509], [0.071572, 1.117506, 2.652321], [1.214014, 5.708237, 3.657571], [3.154335, 4.632781, 4.730279], [4.911022, 3.600297, 3.352338], [4.770753, 3.761337, 0.901972], [2.850166, 4.851570, -0.184796], [0.532745, -2.096384, 4.072696], [-0.465899, -2.733989, 3.133922], [-0.363951, -2.661059, 1.917898], [-1.505737, -3.402457, 3.692676], [-1.802222, -3.598870, 5.096404], [1.305754, -1.598461, 3.493534], [0.033623, -1.354374, 4.697882], [1.001790, -2.856601, 4.698999], [-2.139839, -3.804734, 3.020873], [-1.827098, -4.666188, 5.304051], [-2.782949, -3.176286, 5.312125], [-1.056954, -3.123898, 5.728097], [-4.869115, -6.393243, 2.180963], [-4.223227, -6.222637, 3.533944], [-3.683839, -5.178396, 3.867985], [-4.257198, -7.279415, 4.386540], [-4.845246, -8.588368, 4.171784], [-4.760048, -5.469740, 1.620211], [-4.383139, -7.196657, 1.626083], [-5.932359, -6.609727, 2.291931], [-3.808532, -7.096681, 5.270256], [-5.608783, -8.766399, 4.931014], [-4.069290, -9.349443, 4.269898], [-5.296223, -8.664387, 3.188620], [6.254502, -1.406274, -2.344252], [5.729871, -0.865094, -1.035090], [4.873279, -0.003788, -0.988702], [6.251865, -1.379364, 0.115203], [7.268750, -2.401437, 0.262075], [5.744980, -0.902615, -3.160313], [7.325737, -1.218051, -2.432437], [6.058777, -2.477022, -2.419313], [5.856330, -0.974275, 0.949016], [6.855913, -3.239812, 0.827052], [8.114949, -1.989183, 0.815974], [7.614728, -2.758427, -0.702023], [-1.489941, -1.155824, -6.337330], [-0.300502, -0.330431, -6.766051], [0.774210, -0.405633, -6.200815], [-0.469061, 0.517809, -7.819473], [-1.664415, 0.744436, -8.607771], [-1.200375, -1.773916, -5.492564], [-2.310950, -0.507146, -6.028739], [-1.815917, -1.806118, -7.151133], [0.362002, 1.038245, -8.050544], [-1.454736, 0.509270, -9.653686], [-1.947393, 1.796217, -8.535237], [-2.489112, 0.130028, -8.263310]], "forces_ev_per_a": [[-0.83, 0.46, -0.13], [0.52, -0.43, -0.30], [0.20, 0.90, 0.87], [-0.51, 0.06, -0.79], [0.40, -0.35, 0.77], [-0.18, 0.01, -1.30], [0.24, -0.58, 0.55], [-0.66, 1.52, -0.42], [0.35, -1.02, 0.00], [0.03, -0.01, -0.33], [0.16, 0.26, 1.26], [-0.81, 0.10, -0.62], [0.98, -0.81, -0.64], [0.40, -0.41, -1.01], [0.43, 2.04, 1.50], [-0.30, -1.10, -0.42], [-0.62, -0.11, 0.48], [0.19, 0.33, 0.26], [0.28, -0.66, -0.08], [-1.25, 0.69, -1.25], [-0.41, 0.35, 0.47], [0.15, -0.11, 1.13], [0.33, -0.13, 0.20], [1.20, -0.68, -0.85], [0.06, -0.08, 0.05], [-0.01, -0.29, -0.05], [0.39, -0.05, 0.08], [-0.05, -0.20, 0.02], [0.09, 0.30, 0.19], [-0.26, -0.04, -0.01], [0.27, -0.11, -0.32], [-0.23, -0.09, -0.12], [0.02, -0.14, -0.03], [0.04, -0.28, 0.14], [-0.03, 0.20, -0.06], [0.07, 0.00, 0.15], [0.15, 0.13, 0.51], [-0.27, 0.02, 0.16], [0.19, 0.18, -0.18], [-0.20, 0.16, 0.08], [0.25, 0.13, -0.17], [-0.17, -0.20, -0.06], [0.32, -0.12, -0.12], [-0.05, -0.15, -0.22], [-0.07, 0.12, 0.21], [0.20, -0.17, 0.19], [-0.05, 0.54, 0.42], [-0.20, 0.01, 0.04], [-0.76, -0.33, -0.14], [0.00, 0.01, -0.12], [-0.07, -0.06, -0.06], [0.01, 0.05, -0.05], [-0.05, 0.02, 0.06], [-0.08, -0.03, 0.03], [0.03, 0.06, -0.12], [-0.17, -0.09, -0.12], [0.14, 0.09, 0.03], [0.38, 0.21, 0.01], [0.02, 0.06, -0.24], [-0.07, -0.04, -0.10], [0.08, -0.06, 0.12], [-0.05, 0.08, 0.12], [-0.12, -0.06, 0.13], [-0.02, 0.04, 0.23], [0.02, -0.07, 0.21], [0.02, 0.06, -0.08], [0.02, 0.05, -0.01], [0.05, 0.13, 0.01], [-0.28, -0.26, -0.17], [-0.09, 0.06, -0.24], [0.24, 0.17, 0.42], [0.05, 0.03, 0.08], [-0.12, -0.05, -0.01], [0.02, -0.11, -0.07], [-0.01, -0.03, 0.01], [-0.07, -0.14, -0.11], [-0.12, -0.13, -0.09], [0.02, 0.05, -0.01], [-0.01, 0.00, -0.02], [-0.13, 0.15, 0.06], [0.18, 0.08, -0.07], [0.10, -0.08, -0.24], [-0.29, 0.28, 0.37], [-0.06, 0.05, 0.09], [0.02, -0.13, -0.02], [0.13, -0.02, -0.02], [-0.01, -0.01, 0.00], [0.16, -0.12, -0.07], [0.12, -0.16, -0.06], [-0.04, 0.03, -0.02], [-0.01, -0.02, 0.02], [0.15, 0.07, 0.13], [0.06, -0.10, -0.06], [-0.18, -0.22, 0.06], [0.48, 0.25, -0.03], [0.10, 0.07, 0.00], [-0.07, -0.06, -0.07], [-0.12, 0.06, 0.01], [-0.02, 0.04, 0.03], [-0.20, -0.01, -0.04], [-0.19, -0.05, -0.06], [0.03, -0.01, 0.04]]}


{"formula": "C4H11NO3", "method": "ωB97M-V/def2-TZVPD", "charge": -2, "e_homo_ha": 0.0219, "de_lowest_kcal_mol": 57.83, "species": ["C", "O", "C", "C", "C", "O", "N", "H", "H", "H", "H", "H", "H", "H", "H", "H", "H", "H", "O"], "positions_angstrom": [[-0.332814, -0.562890, -0.632869], [0.594887, -1.268867, -1.415519], [0.641190, 0.449818, 0.135629], [0.011635, 1.152283, 1.376177], [-1.415266, 0.875515, 1.857997], [-1.747103, 1.702323, 2.862152], [2.006829, 0.006872, 0.510793], [-0.680233, -1.160353, 0.195877], [-1.109579, -0.194822, -1.310067], [1.030042, 1.194940, -0.511911], [0.007073, 2.246848, 1.051287], [0.648653, 1.080127, 2.211391], [-2.095913, 1.070266, 1.055272], [-1.108465, -0.327953, 1.958300], [2.008108, -0.617053, 1.215122], [2.232679, -0.665463, -0.320990], [-0.873785, -1.912791, -3.801075], [0.253056, -1.456877, -2.678813], [-0.070999, -1.611914, -3.758748]], "forces_ev_per_a": [[4.05, -0.19, 0.15], [-0.29, -1.00, -0.91], [-1.07, 0.87, 1.13], [-0.32, 2.69, -2.79], [2.29, -0.84, 0.46], [-0.20, -0.75, 0.94], [0.49, -0.50, -4.85], [-1.00, -0.62, 0.02], [-0.27, 0.74, 0.65], [-0.93, 1.06, -1.35], [0.11, -0.75, 0.81], [0.84, -0.12, 1.19], [-0.75, -0.87, -1.32], [-2.05, 1.33, 0.75], [-0.42, -2.61, 3.54], [-0.38, 1.49, 1.32], [-7.04, -2.65, -0.11], [-0.31, 0.03, 0.35], [7.25, 2.69, 0.01]]}


{"formula": "H9NO3", "method": "ωB97M-V/def2-TZVPD", "smiles": "N.O.O.O", "e_homo_ha": -0.3818, "de_lowest_kcal_mol": 56.61, "species": ["N", "H", "H", "H", "O", "H", "H", "O", "H", "H", "O", "H", "H"], "positions_angstrom": [[0.540214, 0.896094, 1.661845], [1.124811, 1.707168, 1.848056], [1.141076, 0.244109, 1.156638], [0.307456, 0.468483, 2.551429], [1.370406, -1.251842, -0.457735], [1.389484, -2.181706, -0.243072], [0.847125, -1.046923, -1.253365], [-1.555931, 0.768889, 0.141196], [-2.319890, 0.547766, -0.346071], [-0.847721, 1.130459, 0.743322], [-0.720426, -0.302692, -2.030531], [-0.016390, -0.623396, -2.563306], [-1.260212, -0.356410, -1.208406]], "forces_ev_per_a": [[0.41, 0.41, -0.02], [-0.17, -0.04, 0.15], [-0.37, -0.10, -0.16], [0.00, 0.06, -0.02], [0.60, 0.70, 0.19], [-0.28, -0.28, -0.42], [-0.01, -0.51, 0.99], [0.46, -0.97, -0.20], [-1.25, 1.06, 0.39], [-0.06, -0.31, 0.19], [-1.53, 1.64, -1.02], [0.01, -1.05, 0.09], [2.18, -0.61, -0.15]]}


Looking at orbital gap for the records above, in order, we have 6.3158; 6.0746; 11.1474 eV.
Looking at LUMO energy for the records above, in order, we have 1.6; 6.7; 0.8 eV.